Entry 1:
{"formula": "C28H58NO17PS", "method": "wB97M-V/def2-TZVPD", "orbital_gap_ev": 9.35, "multiplicity": 1, "homo_ev": -9.07, "smiles": "C[C@@H](O)CNCCO[C@@H]1OS(=O)(=O)O[C@@]1(C)[PH2]=O.CCOC(C)=O.CCOC(C)=O.CCOC(C)=O.CCOC(C)=O.CCOC(C)=O", "elements": ["S", "P", "O", "O", "O", "O", "O", "O", "O", "O", "O", "O", "O", "O", "O", "O", "O", "O", "O", "N", "C", "C", "C", "C", "C", "C", "C", "C", "C", "C", "C", "C", "C", "C", "C", "C", "C", "C", "C", "C", "C", "C", "C", "C", "C", "C", "C", "C", "H", "H", "H", "H", "H", "H", "H", "H", "H", "H", "H", "H", "H", "H", "H", "H", "H", "H", "H", "H", "H", "H", "H", "H", "H", "H", "H", "H", "H", "H", "H", "H", "H", "H", "H", "H", "H", "H", "H", "H", "H", "H", "H", "H", "H", "H", "H", "H", "H", "H", "H", "H", "H", "H", "H", "H", "H", "H"], "positions_angstrom": [[-3.69451, -2.11077, -0.06785], [-3.80535, -3.30394, 3.10051], [-3.83044, -1.29509, -1.19705], [1.28707, -1.82565, 4.89927], [-2.18089, -2.57797, 0.14761], [-4.21767, -2.99206, 4.48068], [-3.96296, -1.97807, -6.32984], [-0.18062, 1.41933, 1.79728], [2.47869, -1.08978, 6.58017], [2.60811, 0.90800, -1.32104], [2.44274, 0.53763, -3.47519], [-4.83446, -1.26697, -8.21555], [3.92544, 4.59108, -5.77208], [-4.48796, -3.27326, -0.06937], [2.86958, 5.19556, -7.59965], [-3.86399, -1.29529, 1.28996], [2.56466, -4.30305, 1.15748], [-0.30431, 3.60021, 1.56671], [-0.79487, -1.21316, 1.33935], [2.85938, -1.48943, 1.19995], [-4.77925, -2.64276, -4.12391], [2.51497, -0.31630, -4.62110], [1.40284, -1.01751, 5.78497], [-1.71550, -2.20094, 1.45222], [1.17178, -0.93459, -4.94786], [3.16122, -3.78490, 2.34195], [0.33180, 0.01149, 6.05647], [-5.81657, -0.34567, -6.26556], [2.30929, -4.12870, 3.55403], [1.91221, 6.01226, -5.59208], [0.49150, -1.77460, 1.78978], [2.94374, 5.26054, -6.40422], [3.54911, -2.28949, 2.23218], [-0.82690, 4.76706, 0.92656], [1.66200, -0.80739, 1.68853], [2.44992, -1.38108, -1.91492], [2.07460, -0.31270, 8.85860], [-0.76866, 2.35801, 1.33555], [4.20482, 4.73193, -4.37488], [-2.96463, -1.84372, 2.28916], [-3.75504, -1.86190, -4.91775], [-2.05935, 2.16922, 0.57026], [3.31920, 3.84112, -3.52949], [-4.82618, -1.20738, -7.01745], [-2.51657, -0.86415, 3.34109], [-2.05194, 5.30163, 1.63937], [2.81163, -0.09332, 7.55428], [2.53057, 0.09556, -2.20582], [1.23879, -1.53472, -5.85531], [-1.01104, 4.57517, -0.13128], [3.58640, 3.92064, -2.47578], [-5.78990, -2.26915, -4.29061], [2.28163, -1.31057, 9.24446], [-4.93054, -3.63863, 2.33306], [-5.49071, -0.05416, -5.27015], [-2.29298, 2.97581, -0.12000], [-2.87674, 2.05898, 1.28263], [-1.56409, -1.18142, 3.74489], [-2.39744, 6.22116, 1.16667], [3.49243, -1.79074, 3.20081], [3.88244, -0.19953, 7.71582], [-4.77104, -3.69085, -4.42453], [4.15127, 5.78054, -4.07660], [-2.87663, -4.36888, 3.13037], [-1.81849, 5.50941, 2.68355], [-1.33585, -3.12767, 1.87648], [2.65499, 0.90684, 7.14884], [0.42511, -0.15453, -5.09716], [-1.97380, 1.25611, -0.01521], [-4.56146, -2.57964, -3.06078], [-0.45992, -0.45564, 6.64164], [0.39311, -2.07840, 2.82180], [0.68628, 0.89868, 6.57418], [2.77683, -2.01541, -2.73677], [1.65345, -4.52485, 1.38382], [3.50375, -0.72996, 1.00848], [-5.97202, 0.56655, -6.83594], [-3.71300, -0.81289, -4.62094], [2.26587, 4.10220, -3.63621], [-2.35963, 0.08559, 2.84618], [2.57248, -3.57426, 4.43794], [3.42108, 2.80266, -3.83649], [2.82882, 0.32936, -5.44010], [1.62430, 6.89978, -6.14980], [0.99509, -0.23411, 8.73044], [1.39099, -0.07517, 0.93939], [0.81580, -1.57280, -4.13892], [-3.23354, -0.80734, 4.14983], [2.38663, 0.42283, 9.59986], [0.70645, -2.58821, 1.10580], [1.24520, -4.00148, 3.38031], [2.45826, -5.17990, 3.78907], [3.29795, -1.06483, -4.49404], [-2.87054, 4.58195, 1.62862], [1.79701, -0.25720, 2.62049], [-0.07502, 0.33762, 5.10073], [3.08919, -1.59276, -1.06743], [4.09299, -4.33045, 2.46095], [1.42300, -1.63081, -1.65022], [-6.76033, -0.88356, -6.19144], [5.24428, 4.42973, -4.25949], [2.26390, 6.34157, -4.61750], [4.60072, -2.27386, 1.96285], [1.03900, 5.37478, -5.46273], [-2.76335, -2.27491, -4.74031], [-0.02562, 5.50216, 0.97451]], "lowdin_charge": [0.5562, 0.7996, -0.2080, 0.0745, -0.0971, -0.4269, -0.0011, 0.1019, 0.0108, 0.0961, -0.0230, 0.1047, -0.0011, -0.2339, 0.1053, -0.1596, -0.0423, 0.0069, -0.0484, -0.0556, -0.0541, -0.2308, -0.4973, -0.4109, -0.0642, -0.3951, 0.0290, 0.0095, -0.0550, 0.0082, -0.1170, -0.5322, -0.1482, -0.2349, -0.1857, 0.0178, -0.0622, -0.4979, -0.2336, -0.5015, -0.2322, 0.0286, -0.0583, -0.5320, -0.0012, -0.0647, -0.2280, -0.5150, 0.0840, 0.1146, 0.0863, 0.0731, 0.0849, 0.0351, 0.0668, 0.0718, 0.0951, 0.0910, 0.0820, 0.1076, 0.1236, 0.0875, 0.1113, 0.0389, 0.0829, 0.1436, 0.1155, 0.0828, 0.0909, 0.0491, 0.1034, 0.0868, 0.0729, 0.0741, 0.0704, 0.1069, 0.0890, 0.1134, 0.0713, 0.0885, 0.0597, 0.0652, 0.1234, 0.0891, 0.0685, 0.0963, 0.0662, 0.0839, 0.0833, 0.1200, 0.0632, 0.0825, 0.1156, 0.0673, 0.1129, 0.0840, 0.0646, 0.1280, 0.0994, 0.0952, 0.1215, 0.0656, 0.1111, 0.0945, 0.1210, 0.1223]}

Entry 2:
{"formula": "C24H12AuF5N5Se", "method": "wB97M-V/def2-TZVPD", "e_above_lowest_ev": 0.512, "orbital_gap_ev": [6.01, 5.60], "multiplicity": 1, "homo_ev": [-11.32, -11.22], "charge": 1, "elements": ["Au", "Se", "F", "F", "F", "F", "F", "N", "N", "N", "N", "N", "C", "C", "C", "C", "C", "C", "C", "C", "C", "C", "C", "C", "C", "C", "C", "C", "C", "C", "C", "C", "C", "C", "C", "C", "H", "H", "H", "H", "H", "H", "H", "H", "H", "H", "H", "H"], "positions_angstrom": [[-0.06687, 0.03722, -0.07443], [-0.08176, -2.47604, -1.42784], [0.27936, -7.96313, 0.85419], [-1.08880, -6.06844, 2.19510], [-1.24694, -3.57568, 1.20974], [1.53947, -7.39136, -1.45654], [1.42431, -4.91018, -2.47146], [-2.13353, 0.04951, 0.07357], [2.00076, 0.01180, -0.01330], [-2.40510, 2.48947, 0.06155], [-0.05070, 2.05716, -0.00360], [2.31140, 2.44647, -0.02002], [1.08974, 2.82084, -0.00517], [-0.55503, -4.49347, 0.53174], [3.98323, -1.34949, 0.03300], [0.21913, -6.73941, 0.36521], [-4.12399, -1.28487, 0.15732], [0.69108, 6.60185, 0.05756], [0.65991, 4.23919, 0.02389], [4.77097, -0.19940, -0.00392], [-0.70303, 6.61601, 0.08444], [1.39801, 5.40282, 0.02491], [-1.43514, 5.43148, 0.07998], [-0.72139, 4.25284, 0.05129], [-4.27174, 1.08732, 0.09133], [-1.17924, 2.84214, 0.03728], [4.15684, 1.02063, -0.01786], [-4.89838, -0.12765, 0.12005], [2.75956, 1.14087, -0.02173], [-2.87548, 1.18987, 0.06918], [0.07372, -4.15912, -0.67430], [0.86358, -6.44332, -0.82534], [0.79353, -5.16434, -1.33449], [2.62796, -1.20359, 0.03453], [-0.48775, -5.76300, 1.05307], [-2.76542, -1.15559, 0.13890], [5.85091, -0.26737, -0.01013], [4.71424, 1.94560, -0.02031], [-1.22331, 7.56499, 0.10886], [-4.56432, -2.27031, 0.20679], [-2.51723, 5.42996, 0.09513], [1.99162, -2.06727, 0.09288], [-5.97898, -0.18401, 0.12403], [-4.81908, 2.01821, 0.09096], [2.47966, 5.38000, -0.00170], [4.41263, -2.34033, 0.06708], [1.23141, 7.53979, 0.06235], [-2.12983, -2.01869, 0.18626]], "nbo_charge": [1.2075, 0.0038, -0.2635, -0.2715, -0.3026, -0.2750, -0.2804, -0.5299, -0.5344, -0.4974, -0.6849, -0.4986, 0.4839, 0.3317, -0.2528, 0.2976, -0.2520, -0.1802, -0.1091, -0.1094, -0.1766, -0.1489, -0.1801, -0.0237, -0.2228, 0.4760, -0.2213, -0.1091, 0.3895, 0.3846, -0.3798, 0.3110, 0.3256, 0.0600, 0.2734, 0.0495, 0.2424, 0.2542, 0.2322, 0.2482, 0.2408, 0.2274, 0.2415, 0.2535, 0.2396, 0.2489, 0.2322, 0.2491]}

Entry 3:
{"formula": "C4H14NO3", "method": "wB97M-V/def2-TZVPD", "e_above_lowest_ev": 11.274, "orbital_gap_ev": 5.33, "multiplicity": 1, "homo_ev": -14.16, "charge": 1, "elements": ["O", "O", "O", "N", "C", "C", "C", "C", "H", "H", "H", "H", "H", "H", "H", "H", "H", "H", "H", "H", "H", "H"], "positions_angstrom": [[2.20373, -1.89036, -0.25469], [2.38342, 0.00660, -1.70904], [-1.39401, -0.29827, 1.97463], [0.96567, 0.93984, 0.23195], [-0.40525, 1.19130, -0.01152], [1.04444, -0.18061, 1.07647], [-2.69952, 0.56733, -0.70115], [-1.21600, 0.40894, -0.79337], [-3.20081, -0.24855, -1.21887], [-0.80383, -0.15264, -1.63081], [3.19812, 0.45096, -1.93956], [0.70946, -1.14739, 0.60484], [-1.70298, -0.34698, 2.89141], [0.33670, 0.00172, 1.97665], [2.46587, -1.23895, -1.03681], [2.02898, -0.25923, 1.52140], [2.24360, -2.83507, -0.44101], [1.55156, 0.70901, -0.67408], [-0.95941, 0.15836, 0.56160], [-3.08323, 1.52127, -1.06018], [-0.68039, 2.19986, 0.28478], [-2.98613, 0.44283, 0.34738]], "lowdin_charge": [-0.0675, -0.1503, -0.2030, 0.0684, -0.1033, -0.0556, -0.0187, -0.0290, 0.1033, 0.1744, 0.0429, 0.1597, 0.0460, 0.1657, 0.0033, 0.1263, 0.0784, 0.1069, 0.1487, 0.1142, 0.1951, 0.0941]}